Record 1
43
Properties=species:S:1:pos:R:3:forces:R:3 method="wB97M-V/def2-TZVPD" e_tot_ev=-31171.026 charge=+2 lumo_energy_ha=-0.2935 homo_energy_ev=-14.841 homo_lumo_gap_ev=6.85
Rh 0.186 0.421 -0.500 0.543 -1.008 -0.295
C 2.619 -0.991 -0.426 0.095 0.180 -0.047
C 2.461 -0.616 1.017 -0.163 -0.043 0.099
O 1.574 0.555 1.091 -0.063 0.429 -0.049
C 0.867 0.659 2.361 0.106 0.116 0.005
C -0.574 0.112 2.274 -0.216 0.218 -0.044
O -0.718 -0.607 1.025 0.000 0.034 0.019
C -2.060 -0.918 0.579 0.003 0.144 -0.254
C -1.850 -1.616 -0.743 -0.071 0.111 0.086
O -1.091 -0.713 -1.634 -0.230 0.238 -0.345
C -0.346 -1.436 -2.665 -0.057 -0.168 0.033
C 1.146 -1.438 -2.327 0.136 0.102 -0.120
O 1.273 -1.286 -0.886 0.099 -0.138 0.214
H 3.013 -0.157 -1.013 0.022 -0.054 -0.031
H 3.256 -1.868 -0.548 -0.045 -0.030 0.042
H 1.991 -1.433 1.566 0.044 0.000 0.030
H 3.411 -0.347 1.476 0.012 0.006 -0.027
H 1.457 0.146 3.117 -0.002 -0.019 -0.016
H 0.845 1.719 2.598 0.005 -0.007 0.036
H -0.811 -0.571 3.089 0.049 0.001 0.009
H -1.284 0.941 2.276 -0.040 -0.046 0.005
H -2.559 -1.564 1.301 0.035 -0.064 -0.042
H -2.620 0.013 0.456 -0.008 -0.012 0.073
H -1.269 -2.527 -0.602 0.023 0.007 -0.008
H -2.796 -1.837 -1.235 -0.004 -0.001 0.002
H -0.757 -2.442 -2.720 -0.009 0.013 -0.003
H -0.526 -0.931 -3.611 0.012 0.026 0.014
H 1.634 -2.365 -2.627 -0.062 -0.032 0.028
H 1.644 -0.594 -2.802 0.049 -0.020 0.016
O -0.728 2.182 -1.002 0.329 -0.023 0.448
C 0.214 2.429 -1.846 -0.157 0.080 0.247
O 1.136 1.508 -1.846 -0.414 0.016 -0.160
C 0.253 3.590 -2.698 -0.038 -0.064 0.045
C 1.362 3.810 -3.520 0.018 0.006 -0.027
C 1.387 4.927 -4.333 0.010 -0.007 -0.006
C 0.312 5.810 -4.326 0.004 -0.008 0.003
C -0.792 5.590 -3.510 -0.005 -0.009 0.015
C -0.826 4.480 -2.688 -0.002 0.027 0.018
H 2.193 3.118 -3.510 -0.004 -0.004 -0.011
H 2.237 5.114 -4.972 0.005 0.000 0.007
H 0.337 6.684 -4.964 -0.002 -0.003 -0.006
H -1.620 6.285 -3.517 0.000 0.002 0.007
H -1.671 4.296 -2.039 -0.009 0.002 -0.012

Record 2
45
Properties=species:S:1:pos:R:3:forces:R:3 method="wB97M-V/def2-TZVPD" e_tot_ev=-57642.636 charge=0 lumo_energy_ha=-0.0168 homo_energy_ev=-7.595 homo_lumo_gap_ev=7.14
Au 1.325 0.579 1.629 0.344 0.115 0.255
N 0.515 -2.491 2.164 0.294 -0.299 -0.011
C 1.440 -2.939 1.249 -0.206 0.181 0.012
C 1.261 -4.134 0.583 -0.031 -0.098 -0.029
C 2.246 -4.670 -0.261 -0.071 -0.085 0.031
C 3.443 -4.035 -0.434 0.056 0.011 -0.058
C 3.659 -2.795 0.205 0.059 -0.006 0.068
C 4.892 -2.110 0.102 0.039 -0.055 -0.072
C 5.085 -0.935 0.762 0.007 0.074 0.090
C 4.010 -0.382 1.478 -0.103 -0.268 -0.042
N 2.825 -0.969 1.570 0.147 0.159 -0.257
C 2.647 -2.211 1.002 -0.003 0.112 0.140
H -0.429 -2.804 2.027 -0.095 -0.029 -0.052
H 0.559 -1.522 2.427 -0.036 0.115 0.029
H 0.340 -4.684 0.750 0.080 0.033 -0.030
H 2.059 -5.618 -0.755 -0.001 0.100 0.060
H 4.229 -4.464 -1.047 -0.062 0.058 0.053
H 5.684 -2.547 -0.499 -0.061 0.021 0.043
H 6.027 -0.404 0.724 -0.056 -0.029 0.003
H 4.116 0.572 1.977 -0.029 0.016 -0.044
C -1.260 1.154 -2.820 -0.083 -0.053 0.117
C -0.818 2.342 -1.985 0.036 -0.067 0.239
C 0.682 2.374 -1.775 0.037 0.001 0.026
O -1.558 2.447 -0.730 0.066 0.009 -0.373
P -1.413 1.673 0.660 -0.523 -0.005 -0.210
S 0.060 2.524 1.780 0.030 -0.247 -0.082
S -1.303 -0.277 0.429 -0.031 0.107 -0.040
O -2.719 2.204 1.395 -0.061 -0.055 0.065
C -4.130 2.188 1.025 0.205 0.037 -0.165
C -4.432 3.328 0.072 0.081 0.020 -0.090
C -4.613 0.852 0.501 0.123 -0.055 0.001
H -0.845 1.254 -3.827 -0.043 0.009 0.093
H -2.349 1.116 -2.893 0.029 0.019 -0.021
H -0.915 0.217 -2.385 0.001 -0.005 0.002
H -1.116 3.250 -2.499 -0.072 0.183 -0.029
H 1.024 1.464 -1.280 0.011 -0.047 0.008
H 0.980 3.227 -1.166 -0.016 -0.009 -0.026
H 1.172 2.441 -2.750 -0.026 -0.001 0.075
H -4.614 2.387 1.976 -0.044 0.014 0.166
H -3.930 3.171 -0.884 -0.068 0.017 0.058
H -4.094 4.277 0.489 -0.007 -0.005 -0.011
H -5.510 3.382 -0.099 0.040 0.009 0.025
H -4.196 0.636 -0.483 0.004 -0.005 0.001
H -5.702 0.887 0.420 0.049 -0.001 -0.008
H -4.333 0.042 1.173 -0.013 0.000 -0.009

Record 3
53
Properties=species:S:1:pos:R:3:forces:R:3 method="wB97M-V/def2-TZVPD" e_tot_ev=-47905.797 charge=0 lumo_energy_ha=-0.0301 homo_energy_ev=-10.029 homo_lumo_gap_ev=9.21
C 5.194 -3.469 1.026 -0.284 0.596 0.565
Si 5.290 -2.147 2.417 1.459 0.420 -0.772
C 6.824 -2.549 3.460 -0.246 -0.200 -0.294
C 5.535 -0.422 1.626 -0.204 -0.493 -0.229
B 3.587 -2.195 3.391 -1.088 0.751 1.321
O 3.297 -2.953 4.538 -1.458 0.314 -1.004
B 1.900 -3.205 4.536 0.845 -0.445 -0.943
O 1.325 -3.484 3.268 0.461 1.379 0.561
B 1.575 -2.408 2.382 0.383 -0.088 1.537
B 0.869 -2.360 0.868 -1.078 0.125 -1.562
O -0.414 -1.785 0.717 1.072 -1.200 -0.014
O 1.470 -2.915 -0.289 -1.146 0.465 1.087
O 2.486 -1.426 2.872 0.484 -1.919 -0.737
H 4.270 -3.359 0.448 0.128 -0.093 0.036
H 5.182 -4.456 1.500 0.142 0.053 -0.287
H 6.043 -3.347 0.346 -0.080 -0.210 0.154
H 7.682 -2.600 2.774 -0.120 -0.034 0.204
H 7.056 -1.818 4.240 -0.139 -0.078 -0.094
H 6.691 -3.537 3.922 0.147 0.216 -0.016
H 6.407 -0.446 0.958 -0.074 0.035 0.253
H 4.675 -0.161 0.993 0.100 -0.002 0.236
H 5.671 0.372 2.367 -0.006 -0.136 -0.092
H 1.237 -3.164 5.510 0.036 -0.197 0.162
H -0.313 -0.841 0.642 -0.211 0.706 0.223
H 2.243 -2.410 -0.512 0.884 0.007 -0.202
C -3.335 4.018 -0.301 -0.041 0.012 0.007
C -2.282 4.010 -1.209 -0.054 -0.083 0.155
C -1.139 3.274 -0.941 0.048 0.043 -0.153
C -1.067 2.546 0.239 -0.532 0.360 -0.084
C -2.108 2.551 1.156 -0.077 -0.057 0.135
C -3.246 3.293 0.881 0.106 0.038 -0.177
N 0.124 1.749 0.514 0.037 0.151 0.008
O 1.023 1.775 -0.294 0.250 -0.020 -0.267
O 0.147 1.094 1.539 -0.079 -0.240 0.179
H -4.229 4.589 -0.518 0.009 -0.018 -0.017
H -2.356 4.577 -2.127 0.017 -0.004 0.004
H -0.323 3.270 -1.649 0.070 -0.108 0.111
H -2.044 1.985 2.075 0.148 -0.050 -0.067
H -4.066 3.303 1.585 0.020 -0.018 0.012
C -4.126 -0.259 -4.891 -0.017 0.016 0.012
C -3.744 1.072 -5.001 -0.121 -0.118 0.085
C -4.430 2.052 -4.300 0.111 0.076 -0.051
C -5.494 1.683 -3.491 0.334 -0.453 -0.344
C -5.890 0.359 -3.378 -0.075 -0.121 0.053
C -5.200 -0.615 -4.084 0.114 0.150 -0.070
N -6.204 2.709 -2.731 -0.015 0.011 0.046
O -5.845 3.859 -2.861 0.204 0.388 -0.077
O -7.105 2.355 -2.007 -0.293 -0.173 0.220
H -3.585 -1.023 -5.435 -0.010 0.011 0.006
H -2.908 1.345 -5.631 -0.012 0.026 0.008
H -4.129 3.086 -4.388 -0.130 0.028 0.110
H -6.722 0.078 -2.749 -0.001 0.167 0.039
H -5.497 -1.651 -4.003 -0.019 0.015 0.022

Record 4
58
Properties=species:S:1:pos:R:3:forces:R:3 method="wB97M-V/def2-TZVPD" e_tot_ev=-97276.696 charge=0 lumo_energy_ha=-0.1051 homo_energy_ev=-5.406 homo_lumo_gap_ev=2.55
C 6.178 0.452 -0.786 -0.134 0.743 -0.618
C 5.574 0.442 -2.237 -0.289 -0.814 0.976
C 4.306 -0.475 -2.334 -0.232 0.702 -0.080
C 3.084 0.268 -2.947 1.505 -0.212 -0.562
O 2.123 0.619 -1.916 -0.423 -0.638 -1.104
C 0.847 0.837 -2.372 -0.140 0.240 0.037
O 0.669 1.151 -3.713 0.984 0.539 1.023
B 0.708 2.523 -4.034 0.023 0.950 -0.680
O 1.909 3.206 -4.043 -0.380 -0.896 -0.529
O -0.440 3.216 -4.406 0.172 -0.819 0.554
S 0.323 2.305 -1.337 -1.173 -0.878 0.992
C -1.063 1.430 -0.679 2.199 1.752 -0.876
Cl -2.035 2.321 0.405 0.279 -0.928 -0.714
N -1.183 0.203 -1.078 -1.158 -0.540 2.222
C -2.341 -0.520 -0.457 -1.072 -1.694 0.502
C -2.063 -0.909 1.017 0.764 0.480 -0.311
C -0.245 -0.362 -2.072 -0.976 2.805 -1.976
N -1.082 -0.347 -3.298 0.776 -1.209 1.282
C -1.695 -1.375 -3.527 -0.893 -1.087 -0.520
S -2.475 -2.681 -3.820 0.086 0.364 -0.175
S 0.471 -1.995 -1.552 0.230 -1.750 3.956
O 1.457 -1.842 -0.532 1.095 1.550 -0.938
O -0.536 -2.874 -1.042 -1.415 0.315 -1.762
C 1.297 -2.890 -2.971 0.176 -0.820 -1.738
F 2.581 -3.039 -2.749 0.243 0.550 0.472
F 0.775 -4.097 -3.055 -0.484 0.011 0.401
F 1.128 -2.301 -4.157 -0.119 0.558 0.216
H 5.676 -0.241 -0.096 0.383 -0.012 -0.373
H 6.024 1.461 -0.364 0.234 -0.435 -0.024
H 7.260 0.271 -0.854 -0.356 -0.066 0.403
H 5.308 1.479 -2.485 0.177 -0.402 -0.242
H 6.323 0.049 -2.940 -0.229 0.449 0.136
H 4.036 -0.848 -1.334 -0.026 0.078 -0.393
H 4.514 -1.351 -2.967 -0.025 0.301 0.283
H 2.675 -0.337 -3.772 -0.438 0.205 0.565
H 3.436 1.209 -3.405 -0.310 -0.361 0.166
H 1.854 3.823 -4.792 0.185 0.318 0.595
H -0.660 3.858 -3.715 -0.045 0.120 -0.488
H -3.267 0.068 -0.566 0.636 0.153 -0.059
H -2.551 -1.464 -0.985 0.510 0.540 -0.181
H -2.800 -1.628 1.399 0.308 0.187 -0.331
H -2.079 -0.055 1.704 -0.094 -0.236 -0.303
H -1.038 -1.323 1.040 -0.565 -0.172 0.239
C -1.950 0.591 6.232 0.076 -0.282 0.203
C -3.300 1.228 6.539 -0.034 0.373 0.022
O -4.213 1.211 5.466 0.721 0.064 -0.836
C -4.979 -0.022 5.208 -0.957 -0.138 1.239
O -5.564 -0.478 6.265 0.203 -0.423 -0.360
C -4.125 -1.110 4.476 0.127 0.503 0.395
F -3.270 -0.544 3.557 0.127 -0.193 -0.166
F -4.911 -1.947 3.757 0.064 0.077 0.010
F -3.364 -1.884 5.264 -0.109 -0.079 -0.183
H -1.617 0.841 5.222 -0.016 0.099 0.030
H -1.198 0.933 6.949 -0.020 0.075 -0.028
H -1.994 -0.492 6.313 0.030 0.011 -0.053
H -3.120 2.291 6.737 -0.110 0.025 -0.031
H -3.736 0.818 7.455 -0.102 -0.245 -0.144
H -5.642 0.327 4.379 0.014 0.188 -0.139

Record 5
42
Properties=species:S:1:pos:R:3:forces:R:3 method="wB97M-V/def2-TZVPD" e_tot_ev=-27098.575 charge=-1 lumo_energy_ha=0.0922 homo_energy_ev=-4.826 homo_lumo_gap_ev=7.34
C -2.401 0.316 -0.918 -0.269 0.510 1.475
C -1.023 0.476 -0.220 1.164 0.091 0.693
C -0.929 0.320 1.241 1.276 0.325 -0.595
C 0.305 0.489 1.992 0.436 0.569 -2.156
C 1.503 0.854 1.245 -1.451 -0.310 -1.377
C 1.423 0.991 -0.193 -1.233 -0.371 0.549
C 0.180 0.816 -0.982 1.154 0.021 1.815
C 0.273 1.049 -2.509 -1.053 0.956 1.144
Nb -0.383 -0.673 -3.848 2.159 0.325 0.872
C 1.499 -1.914 -3.587 0.559 -0.395 -0.566
C 2.813 -1.160 -3.138 0.333 -1.009 -0.212
C 3.604 -0.481 -4.319 0.012 -1.142 2.543
F 2.835 0.210 -5.189 1.526 -0.655 0.611
F 4.348 -1.471 -4.941 -0.927 1.430 -0.322
F 4.563 0.348 -3.721 -1.053 -0.312 -1.330
H -2.570 1.153 -1.637 0.180 -0.929 0.270
H -3.185 0.429 -0.110 0.696 -0.060 -0.782
H -2.572 -0.688 -1.373 0.433 0.978 0.065
H -1.854 0.059 1.814 0.792 0.226 -0.692
H 0.399 0.396 3.098 -0.390 -0.058 -1.005
H 2.503 1.039 1.710 -1.147 -0.273 -0.196
H 2.352 1.259 -0.761 -0.962 -0.213 0.636
H -0.412 1.921 -2.738 0.644 -0.805 0.034
H 1.309 1.361 -2.818 -0.816 -0.298 0.383
H -1.143 -1.638 -2.481 -0.538 -0.426 -0.414
H -1.962 0.218 -4.103 -0.360 -0.186 -0.077
H 0.222 0.176 -5.364 -0.501 -0.192 -0.503
H -1.091 -1.951 -4.970 -0.308 0.247 0.029
H 1.272 -2.782 -2.903 0.383 0.894 -0.496
H 1.724 -2.389 -4.592 -0.254 0.367 0.929
H 3.523 -1.955 -2.764 -0.413 1.007 -0.340
H 2.690 -0.449 -2.286 -0.083 -0.329 -0.905
N -1.702 0.787 5.114 -0.064 -0.011 0.062
C -1.519 -0.509 5.512 0.068 -0.007 -0.071
C -1.974 -0.623 6.801 0.044 -0.107 -0.068
C -2.455 0.652 7.194 -0.051 0.137 0.023
C -2.276 1.500 6.131 0.034 0.055 -0.046
H -1.453 1.158 4.212 -0.022 -0.058 0.045
H -1.081 -1.235 4.846 -0.024 0.030 0.040
H -1.963 -1.524 7.396 0.000 0.039 -0.043
H -2.884 0.918 8.148 0.017 -0.005 -0.053
H -2.506 2.546 6.011 0.009 -0.056 0.028

Record 6
47
Properties=species:S:1:pos:R:3:forces:R:3 method="wB97M-V/def2-TZVPD" e_tot_ev=-45640.585 charge=0 lumo_energy_ha=0.0223 homo_energy_ev=-9.296 homo_lumo_gap_ev=9.90
O -0.830 3.866 -0.110 0.318 -0.393 0.655
P -1.011 3.047 -1.302 -0.588 2.133 0.197
O -1.986 3.816 -2.284 0.073 -1.058 -0.619
O 0.301 2.823 -2.179 -0.865 -0.415 0.700
C 1.428 2.312 -1.498 0.753 -0.683 -0.245
C 2.015 2.878 -0.395 -0.630 1.733 0.778
C 3.139 2.332 0.191 0.146 -0.181 -0.150
C 3.681 1.193 -0.358 0.995 -0.861 0.101
C 3.113 0.601 -1.471 0.013 0.136 -0.180
C 1.998 1.180 -2.027 -0.616 -0.634 -1.112
O -1.830 1.650 -1.010 1.540 0.376 -0.337
C -1.194 0.662 -0.299 -1.660 -1.136 0.227
F -2.167 -0.076 0.276 0.246 0.308 -0.164
F -0.539 -0.170 -1.112 0.337 0.414 0.152
F -0.412 1.096 0.675 0.270 0.057 -0.435
H -2.253 4.638 -1.853 0.027 -0.021 0.062
H 1.608 3.785 0.043 -0.114 -0.164 -0.170
H 3.606 2.806 1.047 -0.173 -0.010 -0.081
H 4.581 0.738 0.052 -0.167 0.188 0.100
H 3.500 -0.283 -1.964 0.112 0.046 0.351
H 1.550 0.717 -2.905 0.009 0.138 0.158
C -2.755 -0.055 3.445 0.066 -0.165 -0.021
C -3.516 -0.161 4.760 -0.121 0.140 0.024
C -2.392 -0.052 5.779 0.155 -0.112 0.021
O -1.382 0.770 5.189 -0.135 -0.079 -0.080
C -1.666 0.948 3.797 -0.053 0.200 0.065
H -3.370 0.263 2.605 0.008 0.022 0.020
H -2.309 -1.021 3.194 -0.006 0.021 -0.031
H -4.199 0.685 4.863 -0.002 -0.023 0.015
H -4.094 -1.079 4.861 0.029 -0.004 0.007
H -1.951 -1.033 5.991 -0.083 -0.032 0.043
H -2.718 0.391 6.721 0.075 0.040 -0.002
H -2.011 1.977 3.649 0.007 -0.014 -0.105
H -0.755 0.802 3.218 0.051 0.012 0.094
C 0.909 -3.723 -3.969 0.114 -0.156 -0.038
C 0.373 -3.787 -2.545 -0.177 0.123 0.011
C 1.508 -3.156 -1.756 0.171 -0.067 0.092
O 2.133 -2.204 -2.626 -0.129 -0.150 -0.135
C 1.653 -2.397 -3.961 -0.071 0.182 0.019
H 0.135 -3.770 -4.734 0.004 0.029 0.012
H 1.608 -4.545 -4.141 -0.009 0.018 -0.024
H -0.529 -3.174 -2.460 0.009 -0.018 0.025
H 0.131 -4.794 -2.210 0.033 0.006 0.002
H 2.259 -3.901 -1.473 -0.054 -0.037 0.047
H 1.164 -2.650 -0.852 0.062 0.079 -0.031
H 0.983 -1.565 -4.205 -0.016 -0.033 -0.086
H 2.494 -2.380 -4.656 0.044 0.043 0.067